Record 1
A 2-piece molecular cluster, C5H8N4O3 overall at a distorted geometry, computed with ωB97M-V with the def2-TZVPD basis set.

Results
maximum force: 0.0260 hartree/bohr
ΔE to the lowest compared entry with this formula, charge and spin: 519.7 kJ/mol
charge: 0
orbital gap: 10.4 eV
LUMO level: 0.37 eV

Cartesian coordinates (Å):
C  -1.172  1.952  1.920
N  -1.691  1.736  0.775
O  -1.063  2.361  -0.302
C  -0.302  3.472  -0.013
N  0.870  3.590  -0.493
O  1.159  2.539  -1.365
H  -1.584  1.430  2.769
H  -0.306  2.605  2.063
H  -0.773  4.222  0.611
H  0.281  2.110  -1.564
C  0.425  -0.705  0.530
C  0.432  -2.099  -0.004
C  0.852  -2.721  -1.152
N  0.533  -4.055  -1.026
N  -0.007  -4.269  0.101
O  -0.042  -3.070  0.777
H  -0.610  -0.451  0.736
H  0.857  0.019  -0.159
H  0.993  -0.668  1.484
H  1.367  -2.316  -1.998



Record 2
One molecule with the formula C6H3F at a distorted geometry, computed with ωB97M-V with the def2-TZVPD basis set.

Results
maximum force: 0.1230 hartree/bohr
ΔE to the lowest compared entry with this formula, charge and spin: 132.7 kJ/mol
charge: 0
orbital gap: 8.8 eV
LUMO level: 0.18 eV

Cartesian coordinates (Å):
C  -3.703  -0.111  0.023
C  -2.431  -0.222  -0.103
C  -1.073  -0.045  -0.062
C  0.157  0.012  0.024
C  1.469  0.558  0.147
C  2.484  -0.342  0.061
F  3.709  -0.170  -0.182
H  -4.883  0.059  -0.256
H  1.793  1.662  -0.079
H  2.479  -1.400  0.426



Record 3
C14H13N5OPdS2 as an isolated structure at a distorted geometry, computed with ωB97M-V with the def2-TZVPD basis set.

Results
maximum force: 0.0238 hartree/bohr
⟨S²⟩: 6.05
multiplicity: 5
charge: +2
orbital gap (spin up / spin down): 7.7 / 5.7 eV
LUMO level (spin up / spin down): -7.16 / -9.74 eV

Cartesian coordinates (Å):
Pd  -0.076  -0.299  -0.247
N  3.332  -1.936  -2.260
C  2.471  -1.515  -1.359
S  0.987  -2.276  -1.079
N  2.999  -0.444  -0.598
N  2.052  0.153  0.077
C  2.388  0.850  1.172
C  3.715  1.060  1.675
C  3.931  0.980  3.067
C  5.197  1.146  3.587
C  6.257  1.441  2.735
C  6.055  1.552  1.361
C  4.804  1.341  0.825
C  1.206  1.311  1.925
C  1.286  2.359  2.825
C  0.144  2.747  3.520
C  -1.036  2.068  3.293
C  -1.050  1.052  2.345
N  0.033  0.685  1.671
H  3.125  -2.722  -2.859
H  4.229  -1.478  -2.343
H  3.114  0.731  3.732
H  5.365  1.049  4.650
H  7.247  1.591  3.145
H  6.883  1.800  0.712
H  4.652  1.436  -0.239
H  2.225  2.873  2.972
H  0.188  3.565  4.225
H  -1.945  2.320  3.821
H  -1.964  0.513  2.126
S  -3.565  -2.057  0.672
C  -2.625  -1.389  -0.485
N  -1.971  -0.926  -1.343
O  -0.803  1.917  -0.889
H  -1.739  2.019  -1.101
H  -0.341  2.383  -1.597